DFT (ωB97M-V/def2-TZVPD) results for 2 unconnected molecules or ions with the total composition C8H16O.

CARTESIAN COORDINATES (ANGSTROEM)
O 1.78 3.46 1.50
C 2.26 2.45 2.00
C 1.75 1.90 3.31
C 3.40 1.70 1.35
H 0.93 2.52 3.70
H 2.56 1.87 4.06
H 1.37 0.87 3.17
H 4.27 1.68 2.02
H 3.09 0.66 1.14
H 3.69 2.18 0.40
C 0.31 -0.30 0.82
C 0.05 0.87 0.21
C 1.34 -1.33 0.44
C -1.03 1.79 0.73
C 0.76 1.39 -1.01
H -0.30 -0.54 1.70
H 1.91 -1.04 -0.45
H 0.83 -2.29 0.24
H 2.04 -1.48 1.28
H -0.59 2.76 1.00
H -1.79 1.95 -0.04
H -1.51 1.36 1.62
H 1.24 2.36 -0.77
H 1.54 0.70 -1.37
H 0.03 1.55 -1.82

As for the net charge: 0. The calculation puts the relative energy (zero: lowest compared OMol25 entry of this formula, charge and spin) at 33.7 kJ/mol. Its gap between HOMO and LUMO is 0.3601 hartree. Its SMILES is CC=C(C)C.CC(C)=O. The HOMO energy comes out at -8.9 eV.